Entry 1:
An isolated ion of composition CH3I2N2 and charge +1 in a non-equilibrium geometry. Source: the Open Molecules 2025 dataset; level of theory: ωB97M-V/def2-TZVPD.

Geometry as XYZ:
```
8
Properties=species:S:1:pos:R:3:forces:R:3
I 2.670101 -1.121137 -0.203285 0.83 -0.14 -0.26
I 1.279797 1.613648 -0.228359 0.19 1.33 0.29
N 1.195142 -2.279782 -0.051849 0.74 0.23 3.96
N -1.518059 1.052372 0.323407 -2.42 3.67 3.90
C -0.521973 0.661945 -0.299676 1.62 -2.42 -1.71
H 0.830065 -2.395448 -0.917647 -1.52 -0.62 -3.88
H -1.512722 1.916634 1.032731 -0.22 -2.09 -1.97
H -2.422352 0.551771 0.344679 0.78 0.04 -0.32
```
Positions in Å, forces in eV/Å.

Results
Net charge: +1
LUMO (spin up / spin down) in eV: -7.3 / -6.1
Relative energy (zero: lowest compared OMol25 entry of this formula, charge and spin) in kcal/mol: 126.15


Entry 2:
CH3I2O2P as an isolated structure in a non-equilibrium geometry. Source: the Open Molecules 2025 dataset; level of theory: ωB97M-V/def2-TZVPD.

Geometry as XYZ:
```
9
Properties=species:S:1:pos:R:3:forces:R:3
I -1.635124 -0.258297 -1.319867 0.14 0.29 -0.11
I -0.571504 3.708652 -0.510086 -0.18 1.33 -0.41
P 0.634564 0.939060 -1.085565 -1.66 -1.16 1.98
O 1.177251 -1.340892 0.979778 1.00 0.90 -0.17
O 1.307674 0.988651 -2.364252 1.73 0.24 -2.70
C 0.200275 -1.982155 1.174059 -0.55 -1.82 0.78
H 0.289387 -2.977388 1.721260 -0.33 0.73 -0.41
H -0.607334 2.595199 0.588595 -0.20 -0.41 0.80
H -0.795190 -1.672831 0.816078 0.05 -0.10 0.22
```
Positions in Å, forces in eV/Å.

Results
Net charge: 0
LUMO (spin up / spin down) in eV: 0.0 / -3.7
⟨S²⟩: 2.0139
Multiplicity: 3
Relative energy (zero: lowest compared OMol25 entry of this formula, charge and spin) in kcal/mol: 54.84


Entry 3:
One molecule with the formula CH3I2P in a non-equilibrium geometry. Source: the Open Molecules 2025 dataset; level of theory: ωB97M-V/def2-TZVPD.

Geometry as XYZ:
```
7
Properties=species:S:1:pos:R:3:forces:R:3
I -3.542946 1.490533 -0.368799 0.05 0.05 -0.03
I -0.608287 -0.528833 0.863842 0.47 0.37 0.94
P -2.448122 -0.684361 -0.650076 -0.15 0.01 -0.43
C 1.415105 -0.055926 0.171723 -1.02 -1.35 -2.62
H 1.338026 -0.561387 -0.837965 0.54 0.38 1.21
H 2.050234 -0.575907 0.836810 0.56 -0.73 0.64
H 1.795989 0.915881 -0.015536 -0.44 1.28 0.29
```
Positions in Å, forces in eV/Å.

Results
Net charge: 0
LUMO in eV: -0.5
Relative energy (zero: lowest compared OMol25 entry of this formula, charge and spin) in kcal/mol: 69.34


Entry 4:
CH3I3Si as an isolated structure in a non-equilibrium geometry. Source: the Open Molecules 2025 dataset; level of theory: ωB97M-V/def2-TZVPD.

Geometry as XYZ:
```
8
Properties=species:S:1:pos:R:3:forces:R:3
I 1.804778 3.110982 -1.739797 -0.55 -0.31 -0.05
I -1.807882 2.840801 -2.097176 1.12 -0.47 -0.24
I 0.512058 0.664069 -3.958517 -0.29 0.41 0.58
Si -0.178622 0.206709 -0.137399 4.26 0.56 -2.41
C 0.152424 1.774425 -2.125862 -0.56 -1.52 1.84
H -1.446958 0.605911 -0.041712 -3.21 1.20 0.92
H -0.130943 -1.242138 -0.340676 0.05 -0.15 -0.43
H 0.993051 0.496660 0.768523 -0.81 0.30 -0.20
```
Positions in Å, forces in eV/Å.

Results
Net charge: 0
LUMO in eV: -1.3
Relative energy (zero: lowest compared OMol25 entry of this formula, charge and spin) in kcal/mol: 148.00


- Among the records above, which one has the lowest relative energy (zero: lowest compared OMol25 entry of this formula, charge and spin)?
  CH3I2O2P